[1]
The following is a DFT calculation (ωB97M-V with the def2-TZVPD basis set) of a structure of composition C31H35AsBF6NO3ReSi2 at a distorted geometry.

ΔE to the lowest compared entry with this formula, charge and spin ... 0.0 kJ/mol
E_LUMO (alpha / beta) ... -0.92 / -1.22 eV
Spin multiplicity ... 4
E_tot ... -136059.9406 eV
Expectation value of S² ... 3.780

CARTESIAN COORDINATES (ANGSTROEM)
Re -1.045 -0.136 0.323
F -4.945 3.576 1.272
C -4.522 2.315 1.351
C -3.196 2.000 1.092
C -2.769 0.691 1.004
C -3.667 -0.368 1.411
C -5.030 0.007 1.615
F -6.015 -0.996 1.529
C -5.468 1.331 1.685
C -3.196 -1.687 1.457
C -3.842 -2.752 2.057
C -3.313 -4.052 1.949
C -2.139 -4.221 1.230
C -1.556 -3.151 0.572
N -2.043 -1.915 0.699
H -2.451 2.760 0.902
H -6.502 1.547 1.893
H -4.701 -2.542 2.644
H -3.789 -4.895 2.470
H -1.675 -5.191 1.123
H -0.732 -3.353 -0.068
O 0.801 -1.362 0.133
C 1.759 -1.408 1.154
C 1.016 -0.688 2.306
O 1.418 -0.715 3.453
O -0.013 0.011 1.944
C 2.145 -2.848 1.533
C 3.266 -3.427 0.906
C 3.532 -4.798 1.082
C 2.724 -5.587 1.892
C 1.728 -4.983 2.602
C 1.405 -3.642 2.428
C 2.958 -0.570 0.795
C 3.205 0.036 -0.426
C 4.404 0.716 -0.674
C 5.372 0.771 0.317
C 5.129 0.174 1.573
C 3.935 -0.456 1.827
H 1.016 -1.819 -0.701
H 3.938 -2.864 0.291
H 4.396 -5.260 0.594
H 2.961 -6.641 1.975
H 1.116 -5.567 3.289
H 0.569 -3.178 3.005
H 2.328 0.050 -1.132
H 4.554 1.186 -1.655
H 6.343 1.226 0.120
H 5.863 0.218 2.374
H 3.691 -0.929 2.766
C 2.406 3.805 -0.388
Si 0.509 3.442 -0.019
C 0.505 3.156 1.929
C -0.563 4.913 -0.433
As -0.109 1.471 -1.171
Si -0.702 2.045 -3.483
C -0.220 3.828 -3.936
C 0.363 0.758 -4.531
C -2.537 1.743 -3.844
H 2.651 4.673 0.232
H 2.557 4.083 -1.434
H 3.108 3.050 -0.078
H 0.651 4.136 2.341
H 1.362 2.515 2.294
H -0.381 2.742 2.406
H -0.864 5.335 0.510
H -1.430 4.747 -1.067
H 0.104 5.685 -0.879
H 0.746 4.187 -3.554
H -0.977 4.545 -3.580
H -0.215 3.881 -4.988
H 1.250 1.184 -4.962
H -0.281 0.414 -5.368
H 0.497 -0.170 -3.978
H -2.923 2.688 -4.171
H -3.109 1.384 -2.992
H -2.673 0.956 -4.630
F -2.264 -2.871 -2.202
B -1.767 -1.588 -2.450
F -2.448 -0.616 -1.651
F -1.824 -1.238 -3.805
F -0.381 -1.502 -2.093

---

[2]
The following is a DFT calculation (ωB97M-V with the def2-TZVPD basis set) of a structure of composition C31H35BiClN2Si2 at a distorted geometry.

E_LUMO ... -3.70 eV
E_tot ... -69805.5949 eV
Charge ... +1

CARTESIAN COORDINATES (ANGSTROEM)
C 6.019 -1.917 -1.039
C 5.220 -1.376 -2.112
C 4.634 -0.129 -1.639
H 5.166 -1.763 -3.133
C 5.059 0.054 -0.269
C 5.921 -1.032 0.081
H 6.504 -1.112 0.999
H 6.688 -2.776 -1.120
H 4.085 0.596 -2.242
H 4.860 0.944 0.329
Bi 3.333 -1.948 -0.531
Si -4.815 0.451 2.159
C -5.562 0.230 0.477
C -6.940 -0.002 0.327
H -7.576 -0.034 1.208
C -7.488 -0.178 -0.947
H -8.558 -0.352 -1.065
C -6.664 -0.133 -2.079
H -7.090 -0.278 -3.071
C -5.290 0.096 -1.934
H -4.645 0.142 -2.812
C -4.740 0.273 -0.661
H -3.674 0.451 -0.552
C -4.298 2.211 2.428
C -4.558 3.189 1.454
H -5.069 2.918 0.533
C -4.152 4.510 1.654
H -4.357 5.257 0.888
C -3.490 4.872 2.833
H -3.181 5.906 2.989
C -3.229 3.903 3.810
H -2.712 4.187 4.726
C -3.630 2.580 3.611
H -3.424 1.824 4.364
H -3.646 -0.436 2.305
Si 1.069 -0.710 -0.197
C 1.492 0.990 0.324
C 1.133 2.019 -0.566
H 0.657 1.758 -1.514
C 1.338 3.354 -0.222
H 0.982 4.145 -0.899
C 1.966 3.660 0.995
H 2.113 4.701 1.273
C 2.413 2.638 1.856
H 2.900 2.890 2.807
C 2.205 1.300 1.501
H 2.550 0.494 2.153
C 0.552 -0.772 -1.990
C 1.338 -0.676 -3.170
H 2.432 -0.669 -3.128
C 0.710 -0.565 -4.417
H 1.310 -0.448 -5.329
C -0.696 -0.591 -4.489
H -1.185 -0.505 -5.454
C -1.474 -0.738 -3.327
H -2.566 -0.763 -3.366
C -0.846 -0.844 -2.088
H -1.438 -0.962 -1.180
H -5.840 0.101 3.153
Cl 0.037 -1.850 1.182
N 3.798 -2.638 1.934
C 4.410 -4.012 1.971
C 3.750 -4.908 0.928
N 4.024 -4.387 -0.447
H 4.308 -1.975 2.507
H 2.845 -2.624 2.316
H 5.473 -3.912 1.765
H 4.345 -4.481 2.972
H 4.089 -5.955 1.035
H 2.673 -4.927 1.081
H 4.990 -4.486 -0.766
H 3.439 -4.780 -1.174

---

[3]
The following is a DFT calculation (ωB97M-V with the def2-TZVPD basis set) of a structure of composition C31H35Br2N2OPTa at a distorted geometry.

ΔE to the lowest compared entry with this formula, charge and spin ... 88.7 kJ/mol
E_LUMO (alpha / beta) ... -11.56 / -11.56 eV
E_tot ... -188638.7340 eV
Charge ... +3

CARTESIAN COORDINATES (ANGSTROEM)
Ta 12.886 8.198 7.716
C 16.131 5.415 7.404
C 15.902 6.482 6.270
C 14.774 5.899 5.304
P 15.166 7.972 7.072
C 16.045 9.450 6.302
C 15.288 9.731 5.013
C 16.246 10.605 7.285
C 15.744 8.094 8.827
C 17.111 7.915 9.009
C 17.643 7.974 10.319
C 19.102 7.741 10.646
C 16.724 8.143 11.348
C 15.336 8.286 11.213
C 14.897 8.412 9.907
N 13.568 8.514 9.474
C 12.459 8.425 10.354
C 12.187 7.183 11.066
C 13.158 6.012 11.100
C 11.065 7.159 11.925
C 10.249 8.233 12.166
C 8.991 8.088 12.957
C 10.537 9.400 11.459
C 11.725 9.609 10.777
C 12.112 11.020 10.375
H 15.366 5.436 8.152
H 17.069 5.503 7.987
H 16.194 4.445 6.944
H 16.807 6.731 5.723
H 13.789 5.767 5.821
H 15.163 4.876 5.055
H 14.559 6.442 4.364
H 17.049 9.158 6.030
H 15.604 9.078 4.161
H 15.416 10.818 4.712
H 14.228 9.545 5.005
H 17.290 10.734 7.503
H 15.678 10.468 8.174
H 15.898 11.532 6.825
H 17.836 7.605 8.204
H 19.824 8.533 10.280
H 19.405 6.810 10.121
H 19.477 7.635 11.643
H 17.068 8.052 12.371
H 14.675 8.463 12.082
H 14.064 6.219 10.546
H 12.729 5.065 10.632
H 13.365 5.675 12.125
H 10.813 6.243 12.483
H 8.748 9.125 13.349
H 9.045 7.352 13.800
H 8.193 7.764 12.273
H 9.852 10.214 11.613
H 11.492 11.353 9.520
H 13.220 11.084 10.219
H 11.847 11.723 11.187
Br 11.254 12.781 7.089
C 10.409 11.130 6.636
C 9.021 11.037 6.444
C 8.325 9.815 6.504
Br 6.576 9.639 5.681
C 8.897 8.580 6.800
C 8.354 7.367 7.290
C 9.226 6.318 7.641
C 10.576 6.363 7.365
N 11.103 7.559 6.953
C 10.347 8.617 6.622
C 11.099 9.865 6.597
O 12.443 9.854 6.728
H 8.463 11.950 6.252
H 7.325 7.233 7.491
H 8.803 5.428 8.081
H 11.329 5.546 7.282

---

Which of these has the lowest E_tot? C31H35Br2N2OPTa